Density functional theory data (ωB97M-V/def2-TZVPD) for C18H13Br2I2IrN4O as an isolated structure at a distorted geometry.

Computed properties:
electronic energy = -185993.2292 eV
orbital gap = 5.77 eV
charge = +2
energy relative to the best compared isomer or geometry (same formula, charge and spin) = 0.0 kcal/mol

Geometry (Å):
Ir (-0.592, 0.945, 0.446)
C (-1.269, 0.135, -2.637)
C (-0.494, -0.907, -1.889)
C (-0.106, -2.110, -2.511)
C (0.601, -3.065, -1.825)
C (0.962, -2.842, -0.477)
C (1.720, -3.702, 0.347)
Br (2.322, -5.362, -0.299)
C (2.037, -3.322, 1.622)
C (1.600, -2.078, 2.143)
Br (2.033, -1.559, 3.889)
C (0.845, -1.249, 1.380)
O (0.336, -0.057, 1.820)
C (0.549, -1.626, 0.088)
N (-0.167, -0.694, -0.629)
H (-2.234, -0.260, -2.956)
H (-0.731, 0.425, -3.539)
H (-1.441, 1.024, -2.023)
H (-0.378, -2.265, -3.546)
H (0.891, -3.984, -2.315)
H (2.633, -3.973, 2.245)
I (-6.011, 1.489, 3.183)
C (-4.458, 0.724, 2.082)
C (-4.317, -0.577, 1.609)
N (-3.169, -0.637, 0.934)
N (-2.544, 0.562, 0.926)
C (-3.328, 1.393, 1.638)
H (-4.969, -1.429, 1.708)
H (-2.776, -1.430, 0.451)
H (-3.059, 2.429, 1.784)
I (4.906, 2.613, 1.614)
C (3.219, 2.875, 0.444)
C (3.256, 3.588, -0.750)
C (2.088, 3.730, -1.495)
C (0.937, 3.120, -1.062)
N (0.897, 2.409, 0.086)
C (2.019, 2.316, 0.843)
H (4.180, 4.035, -1.094)
H (2.077, 4.311, -2.406)
H (0.011, 3.205, -1.620)
H (1.926, 1.800, 1.791)

Atomic charges from the Mulliken analysis, expressed in e, are listed below: 0.742, -1.311, 0.826, -0.839, -0.658, 0.262, -0.198, -0.130, -0.247, -0.178, -0.070, 0.759, -0.735, 0.300, 0.160, 0.371, 0.411, 0.113, 0.521, 0.423, 0.472, 0.273, -0.802, 0.037, -0.027, -0.060, -0.155, 0.494, 0.177, 0.490, 0.242, -0.589, 0.056, -0.923, 0.111, -0.128, -0.105, 0.444, 0.423, 0.451, 0.596